Record 1
{
  "formula": "C5H10O",
  "method": "the ωB97M-V functional and the def2-TZVPD basis",
  "symbols": ["C", "C", "O", "H", "H", "C", "C", "C", "H", "H", "H", "H", "H", "H", "H", "H"],
  "positions_angstrom": [[2.25, -0.19, -1.24], [1.87, 0.76, -0.41], [1.57, 1.61, 0.33], [1.57, -0.97, -1.55], [3.26, -0.15, -1.63], [-1.30, 0.28, -0.78], [-0.63, -0.60, 0.27], [-0.86, -0.10, 1.69], [-1.03, 0.01, -1.81], [-1.04, 1.34, -0.64], [-2.38, 0.20, -0.69], [-0.98, -1.63, 0.16], [0.45, -0.69, 0.13], [-0.54, 0.95, 1.79], [-0.29, -0.68, 2.42], [-1.92, -0.15, 1.96]],
  "e_homo_ev": -9.4,
  "largest_force_ha_per_bohr": 0.021,
  "gap_ev": 10.307,
  "smiles": "C=C=O.CCC",
  "energy_ha": -271.70391,
  "total_charge": 0,
  "de_lowest_kj_mol": 127.9
}

Record 2
{
  "formula": "C5H10O",
  "method": "the ωB97M-V functional and the def2-TZVPD basis",
  "symbols": ["C", "C", "C", "C", "C", "O", "H", "H", "H", "H", "H", "H", "H", "H", "H", "H"],
  "positions_angstrom": [[1.46, 0.20, -0.52], [0.36, -0.90, -0.43], [0.82, -2.08, 0.38], [-0.88, -0.25, 0.31], [-1.26, 1.17, -0.05], [-0.78, 2.20, 0.34], [2.11, 0.07, -1.38], [2.15, 0.12, 0.33], [1.17, 1.25, -0.51], [-0.04, -0.99, -1.44], [1.26, -2.87, -0.23], [1.67, -1.80, 1.00], [0.06, -2.45, 1.07], [-0.76, -0.36, 1.38], [-1.78, -0.83, 0.06], [-2.08, 1.25, -0.80]],
  "e_homo_ev": -9.7,
  "largest_force_ha_per_bohr": 0.072,
  "gap_ev": 10.729,
  "smiles": "CC(C)CC=O",
  "energy_ha": -271.71415,
  "total_charge": 0,
  "de_lowest_kj_mol": 101.0
}

Record 3
{
  "formula": "C5H10O",
  "method": "the ωB97M-V functional and the def2-TZVPD basis",
  "symbols": ["C", "O", "C", "C", "C", "C", "H", "H", "H", "H", "H", "H", "H", "H", "H", "H"],
  "positions_angstrom": [[1.98, -0.78, -0.15], [1.26, 0.41, -0.22], [0.37, 0.72, 0.84], [-0.95, 0.95, 0.14], [-2.10, -0.01, 0.03], [-1.08, 0.00, -1.05], [1.49, -1.56, 0.46], [2.10, -1.17, -1.17], [2.96, -0.55, 0.28], [0.34, -0.08, 1.60], [0.76, 1.63, 1.32], [-1.22, 2.00, 0.01], [-3.06, 0.42, -0.22], [-2.12, -0.88, 0.68], [-0.45, -0.90, -1.11], [-1.22, 0.45, -2.02]],
  "e_homo_ev": -9.3,
  "largest_force_ha_per_bohr": 0.015,
  "gap_ev": 10.469,
  "smiles": "COCC1CC1",
  "energy_ha": -271.66924,
  "total_charge": 0,
  "de_lowest_kj_mol": 218.9
}

Record 4
{
  "formula": "C5H10O",
  "method": "the ωB97M-V functional and the def2-TZVPD basis",
  "symbols": ["O", "C", "C", "C", "C", "C", "H", "H", "H", "H", "H", "H", "H", "H", "H", "H"],
  "positions_angstrom": [[-1.71, 0.04, 0.91], [-1.05, 0.18, -0.35], [-0.20, -1.06, -0.61], [0.94, -0.94, 0.40], [1.27, 0.64, 0.36], [-0.03, 1.34, -0.18], [-2.49, -0.52, 0.83], [-1.78, 0.31, -1.16], [-0.86, -1.94, -0.55], [0.21, -1.03, -1.63], [1.76, -1.66, 0.16], [0.58, -1.25, 1.40], [1.55, 1.04, 1.34], [2.12, 0.86, -0.32], [-0.46, 2.09, 0.52], [0.15, 1.90, -1.12]],
  "e_homo_ev": -10.1,
  "largest_force_ha_per_bohr": 0.018,
  "gap_ev": 11.088,
  "smiles": "OC1CCCC1",
  "energy_ha": -271.73972,
  "total_charge": 0,
  "de_lowest_kj_mol": 33.9
}

Record 5
{
  "formula": "C5H10O",
  "method": "the ωB97M-V functional and the def2-TZVPD basis",
  "symbols": ["C", "C", "C", "C", "C", "O", "H", "H", "H", "H", "H", "H", "H", "H", "H", "H"],
  "positions_angstrom": [[-0.59, -1.31, -0.26], [-1.28, 0.43, -0.41], [0.01, 0.26, 0.05], [0.29, 0.51, 1.50], [1.29, 0.53, -0.95], [1.78, 1.67, -0.63], [-0.03, -1.76, 0.56], [-0.16, -1.60, -1.22], [-1.61, -1.69, -0.16], [-2.10, 0.77, 0.23], [-1.50, 0.41, -1.48], [-0.58, 0.36, 2.15], [1.12, -0.11, 1.86], [0.63, 1.55, 1.56], [0.81, 0.41, -1.97], [1.92, -0.40, -0.81]],
  "e_homo_ev": -7.3,
  "largest_force_ha_per_bohr": 0.019,
  "gap_ev": 7.249,
  "energy_ha": -271.57354,
  "total_charge": 0,
  "de_lowest_kj_mol": 470.2
}

Record 6
{
  "formula": "C5H10O",
  "method": "the ωB97M-V functional and the def2-TZVPD basis",
  "symbols": ["C", "O", "C", "C", "C", "C", "H", "H", "H", "H", "H", "H", "H", "H", "H", "H"],
  "positions_angstrom": [[-0.62, 1.08, 2.02], [0.07, 0.05, 1.35], [0.65, 0.44, 0.13], [1.50, -0.55, -0.58], [0.19, -0.11, -1.19], [-0.93, -1.12, -1.31], [-0.29, 1.10, 3.06], [-1.71, 0.92, 2.00], [-0.41, 2.07, 1.58], [0.99, 1.47, 0.13], [1.51, -1.56, -0.17], [2.45, -0.22, -0.99], [0.26, 0.59, -2.02], [-1.91, -0.67, -1.09], [-0.78, -1.96, -0.62], [-0.97, -1.53, -2.32]],
  "e_homo_ev": -9.0,
  "largest_force_ha_per_bohr": 0.006,
  "gap_ev": 10.175,
  "smiles": "CO[C@H]1C[C@H]1C",
  "energy_ha": -271.69120,
  "total_charge": 0,
  "de_lowest_kj_mol": 161.3
}

Record 7
{
  "formula": "C5H10O",
  "method": "the ωB97M-V functional and the def2-TZVPD basis",
  "symbols": ["C", "C", "C", "C", "C", "O", "H", "H", "H", "H", "H", "H", "H", "H", "H", "H"],
  "positions_angstrom": [[0.23, -1.43, 1.49], [0.02, -0.50, 0.34], [-1.10, 0.50, 0.36], [-0.48, 1.78, -0.02], [0.78, -0.08, -1.84], [0.94, -0.71, -0.59], [0.34, -2.43, 1.05], [-0.65, -1.44, 2.14], [1.13, -1.26, 2.10], [-0.28, 0.04, -2.09], [-2.02, 0.20, -0.15], [-1.32, 0.50, 1.43], [0.21, 2.28, 0.64], [-0.61, 2.17, -1.02], [1.20, 0.93, -1.80], [1.29, -0.71, -2.57]],
  "e_homo_ev": [-6.2, -7.5],
  "largest_force_ha_per_bohr": 0.029,
  "gap_ev": [6.901, 8.595],
  "energy_ha": -271.59764,
  "total_charge": 0,
  "de_lowest_kj_mol": 406.9
}

Record 8
{
  "formula": "C5H10O",
  "method": "the ωB97M-V functional and the def2-TZVPD basis",
  "symbols": ["C", "C", "O", "C", "C", "C", "H", "H", "H", "H", "H", "H", "H", "H", "H", "H"],
  "positions_angstrom": [[-1.53, -0.94, -0.21], [-0.87, 0.21, 0.54], [-1.00, 1.45, -0.14], [0.41, 1.63, -0.26], [0.71, 0.29, 0.53], [1.46, -0.84, -0.14], [-1.08, -1.23, -1.15], [-2.56, -0.57, -0.48], [-1.67, -1.80, 0.45], [-1.35, 0.33, 1.49], [0.80, 2.62, 0.14], [0.78, 1.61, -1.33], [1.13, 0.53, 1.52], [1.04, -0.97, -1.17], [1.19, -1.75, 0.42], [2.54, -0.57, -0.21]],
  "e_homo_ev": -9.5,
  "largest_force_ha_per_bohr": 0.038,
  "gap_ev": 10.563,
  "smiles": "C[C@@H]1OC[C@@H]1C",
  "energy_ha": -271.69967,
  "total_charge": 0,
  "de_lowest_kj_mol": 139.0
}

Record 9
{
  "formula": "C5H10O",
  "method": "the ωB97M-V functional and the def2-TZVPD basis",
  "symbols": ["C", "C", "C", "O", "C", "H", "H", "H", "H", "H", "H", "C", "H", "H", "H", "H"],
  "positions_angstrom": [[-0.16, 1.10, 0.24], [-0.88, 0.83, -0.84], [-1.81, -0.31, -0.53], [-1.34, -0.84, 0.71], [-0.53, 0.14, 1.34], [0.63, 1.83, 0.33], [-0.82, 1.32, -1.81], [-1.82, -1.12, -1.27], [-2.84, 0.06, -0.42], [-1.09, 0.68, 2.12], [0.32, -0.36, 1.82], [2.19, -0.52, -0.23], [2.91, -0.30, -1.02], [2.43, 0.06, 0.67], [2.18, -1.58, 0.01], [1.21, -0.25, -0.61]],
  "e_homo_ev": -9.1,
  "largest_force_ha_per_bohr": 0.008,
  "gap_ev": 10.122,
  "smiles": "C1=CCOC1.C",
  "energy_ha": -271.69181,
  "total_charge": 0,
  "de_lowest_kj_mol": 159.7
}

Record 10
{
  "formula": "C5H10O",
  "method": "the ωB97M-V functional and the def2-TZVPD basis",
  "symbols": ["C", "C", "C", "C", "C", "O", "H", "H", "H", "H", "H", "H", "H", "H", "H", "H"],
  "positions_angstrom": [[-1.98, -0.99, 0.75], [-0.74, -1.04, -0.14], [-0.22, 0.39, -0.40], [1.24, 0.21, -0.42], [2.08, 1.41, -0.26], [0.35, -1.65, 0.48], [-2.32, -2.00, 0.99], [-1.73, -0.49, 1.69], [-2.79, -0.45, 0.25], [-1.01, -1.52, -1.10], [-0.57, 0.98, -1.27], [-0.47, 0.99, 0.49], [1.29, -1.01, -0.19], [2.29, 1.70, -1.30], [1.56, 2.25, 0.22], [3.05, 1.23, 0.21]],
  "e_homo_ev": [-8.6, -8.6],
  "largest_force_ha_per_bohr": 0.010,
  "gap_ev": [7.856, 7.854],
  "energy_ha": -271.59200,
  "total_charge": 0,
  "de_lowest_kj_mol": 421.7
}

Record 11
{
  "formula": "C5H10O",
  "method": "the ωB97M-V functional and the def2-TZVPD basis",
  "symbols": ["C", "C", "C", "O", "C", "C", "H", "H", "H", "H", "H", "H", "H", "H", "H", "H"],
  "positions_angstrom": [[1.84, 0.02, 0.07], [0.51, 0.63, -0.34], [-0.37, 0.12, -1.47], [-1.51, 0.67, -0.78], [-0.79, 0.53, 0.47], [-1.19, -0.79, 1.12], [2.27, 0.52, 0.95], [2.59, 0.10, -0.74], [1.74, -1.04, 0.31], [0.51, 1.70, -0.56], [-0.47, -0.98, -1.53], [-0.20, 0.52, -2.48], [-0.96, 1.36, 1.17], [-2.26, -0.73, 1.34], [-0.65, -0.98, 2.05], [-1.05, -1.63, 0.44]],
  "e_homo_ev": -9.6,
  "largest_force_ha_per_bohr": 0.017,
  "gap_ev": 10.701,
  "energy_ha": -271.70245,
  "total_charge": 0,
  "de_lowest_kj_mol": 131.7
}

Record 12
{
  "formula": "C5H10O",
  "method": "the ωB97M-V functional and the def2-TZVPD basis",
  "symbols": ["C", "C", "C", "C", "O", "C", "H", "H", "H", "H", "H", "H", "H", "H", "H", "H"],
  "positions_angstrom": [[-1.27, 1.42, -1.30], [-0.36, -0.91, 0.11], [-0.79, -0.62, 1.55], [0.53, 0.12, -0.49], [0.01, 1.12, -1.12], [2.02, 0.05, -0.46], [-1.42, 2.32, -1.86], [-2.00, 1.04, -0.59], [-1.25, -0.99, -0.54], [0.16, -1.88, 0.08], [-1.22, 0.39, 1.65], [0.08, -0.68, 2.22], [-1.53, -1.34, 1.90], [2.39, -0.07, 0.57], [2.40, -0.81, -1.03], [2.46, 0.96, -0.87]],
  "e_homo_ev": [-7.1, -6.6],
  "largest_force_ha_per_bohr": 0.016,
  "gap_ev": [8.017, 7.563],
  "energy_ha": -271.62934,
  "total_charge": 0,
  "de_lowest_kj_mol": 323.7
}

Record 13
{
  "formula": "C5H10O",
  "method": "the ωB97M-V functional and the def2-TZVPD basis",
  "symbols": ["C", "C", "C", "C", "C", "O", "H", "H", "H", "H", "H", "H", "H", "H", "H", "H"],
  "positions_angstrom": [[-0.44, -1.57, 1.29], [0.36, -1.23, 0.04], [-0.43, -0.28, -0.88], [-0.56, 1.51, -0.07], [0.70, 1.14, -1.23], [0.37, 0.06, -2.02], [-1.47, -1.84, 1.03], [-0.47, -0.71, 1.96], [-0.01, -2.41, 1.85], [0.56, -2.18, -0.51], [1.36, -0.85, 0.28], [-0.91, 1.02, 0.87], [0.10, 2.30, 0.30], [-1.41, 1.99, -0.57], [1.56, 1.00, -0.56], [0.69, 2.08, -1.78]],
  "e_homo_ev": -7.7,
  "largest_force_ha_per_bohr": 0.028,
  "gap_ev": 8.595,
  "energy_ha": -271.54443,
  "total_charge": 0,
  "de_lowest_kj_mol": 546.6
}

Record 14
{
  "formula": "C5H10O",
  "method": "the ωB97M-V functional and the def2-TZVPD basis",
  "symbols": ["C", "C", "C", "O", "C", "C", "H", "H", "H", "H", "H", "H", "H", "H", "H", "H"],
  "positions_angstrom": [[-1.72, -0.17, -1.60], [-0.50, -0.65, -0.84], [0.07, 0.63, 0.02], [-0.80, 1.17, 0.79], [1.30, 0.09, 0.54], [1.46, 0.11, 1.99], [-2.27, -1.01, -2.03], [-2.37, 0.38, -0.92], [-1.43, 0.50, -2.42], [0.26, -1.06, -1.51], [-0.78, -1.41, -0.11], [0.44, 1.24, -0.87], [2.05, -0.32, -0.13], [0.51, -0.24, 2.42], [2.33, -0.43, 2.38], [1.48, 1.16, 2.30]],
  "e_homo_ev": [-8.4, -8.2],
  "largest_force_ha_per_bohr": 0.008,
  "gap_ev": [7.564, 7.101],
  "energy_ha": -271.61814,
  "total_charge": 0,
  "de_lowest_kj_mol": 353.1
}

Record 15
{
  "formula": "C5H10O",
  "method": "the ωB97M-V functional and the def2-TZVPD basis",
  "symbols": ["C", "C", "C", "C", "C", "O", "H", "H", "H", "H", "H", "H", "H", "H", "H", "H"],
  "positions_angstrom": [[1.23, 0.31, 0.70], [0.80, 0.19, -1.21], [-0.10, -0.08, -0.20], [-0.63, -1.49, -0.04], [-1.29, 1.05, 0.22], [-2.35, 0.77, -0.41], [1.03, -0.38, 1.52], [1.11, 1.36, 0.99], [2.27, 0.13, 0.40], [1.25, -0.59, -1.84], [1.08, 1.22, -1.43], [0.05, -2.26, -0.41], [-0.87, -1.68, 1.01], [-1.57, -1.51, -0.60], [-0.74, 2.01, -0.03], [-1.27, 0.95, 1.34]],
  "e_homo_ev": [-7.6, -7.6],
  "largest_force_ha_per_bohr": 0.012,
  "gap_ev": [7.032, 7.030],
  "energy_ha": -271.57209,
  "total_charge": 0,
  "de_lowest_kj_mol": 474.0
}

Record 16
{
  "formula": "C5H10O",
  "method": "the ωB97M-V functional and the def2-TZVPD basis",
  "symbols": ["C", "C", "C", "C", "C", "O", "H", "H", "H", "H", "H", "H", "H", "H", "H", "H"],
  "positions_angstrom": [[1.40, -0.08, -0.83], [0.72, -0.47, 0.49], [-0.31, 0.56, 1.03], [-1.18, 1.24, -0.03], [-0.09, -1.75, 0.49], [-0.63, -1.89, -0.71], [0.69, 0.00, -1.65], [2.15, -0.83, -1.11], [1.92, 0.88, -0.73], [1.48, -0.59, 1.26], [0.22, 1.32, 1.62], [-1.66, 0.50, -0.68], [-1.96, 1.83, 0.45], [-0.59, 1.91, -0.66], [-0.96, 0.04, 1.74], [-1.20, -2.67, -0.67]],
  "e_homo_ev": -8.4,
  "largest_force_ha_per_bohr": 0.008,
  "gap_ev": 9.216,
  "energy_ha": -271.65755,
  "total_charge": 0,
  "de_lowest_kj_mol": 249.6
}

Record 17
{
  "formula": "C5H10O",
  "method": "the ωB97M-V functional and the def2-TZVPD basis",
  "symbols": ["C", "C", "C", "C", "C", "O", "H", "H", "H", "H", "H", "H", "H", "H", "H", "H"],
  "positions_angstrom": [[-0.91, -1.36, 1.15], [-0.97, -0.28, 0.09], [0.17, 1.47, -1.19], [1.20, 1.73, -0.12], [0.20, -0.67, -0.88], [0.43, 0.33, -1.87], [0.02, -1.23, 1.72], [-0.87, -2.33, 0.65], [-1.76, -1.33, 1.83], [-0.97, 0.70, 0.60], [-1.91, -0.28, -0.49], [1.65, 2.58, -0.66], [0.77, 2.15, 0.80], [1.99, 1.00, 0.11], [-0.16, -1.55, -1.41], [1.12, -0.92, -0.34]],
  "e_homo_ev": -8.0,
  "largest_force_ha_per_bohr": 0.025,
  "gap_ev": 8.871,
  "energy_ha": -271.59175,
  "total_charge": 0,
  "de_lowest_kj_mol": 422.4
}

Record 18
{
  "formula": "C5H10O",
  "method": "the ωB97M-V functional and the def2-TZVPD basis",
  "symbols": ["C", "C", "C", "C", "C", "O", "H", "H", "H", "H", "H", "H", "H", "H", "H", "H"],
  "positions_angstrom": [[1.53, -0.87, -0.20], [0.28, -0.05, -0.19], [-0.02, 1.25, -0.19], [-1.51, 1.04, -0.36], [-1.18, -0.47, -0.22], [-1.64, -1.25, -1.30], [1.59, -1.54, 0.66], [1.56, -1.49, -1.11], [2.43, -0.23, -0.20], [0.58, 2.16, -0.12], [-2.18, 1.48, 0.38], [-1.87, 1.27, -1.37], [-1.53, -0.87, 0.74], [-1.58, -2.18, -1.05], [2.04, 0.82, 2.55], [1.62, 1.04, 1.98]],
  "e_homo_ev": -9.2,
  "largest_force_ha_per_bohr": 0.005,
  "gap_ev": 10.139,
  "smiles": "CC1=CC[C@H]1O.[H][H]",
  "energy_ha": -271.65812,
  "total_charge": 0,
  "de_lowest_kj_mol": 248.1
}

Record 19
{
  "formula": "C5H10O",
  "method": "the ωB97M-V functional and the def2-TZVPD basis",
  "symbols": ["C", "C", "C", "C", "O", "C", "H", "H", "H", "H", "H", "H", "H", "H", "H", "H"],
  "positions_angstrom": [[-1.10, -1.28, -0.81], [0.11, -0.39, -0.55], [-0.28, 1.10, -0.34], [0.54, 1.51, 0.87], [0.61, 0.34, 1.67], [0.85, -0.72, 0.77], [-1.63, -0.97, -1.72], [-0.80, -2.33, -0.94], [-1.81, -1.23, 0.02], [0.81, -0.47, -1.39], [-0.08, 1.71, -1.23], [-1.35, 1.17, -0.11], [0.09, 2.31, 1.47], [1.56, 1.83, 0.58], [1.93, -0.83, 0.59], [0.49, -1.64, 1.24]],
  "e_homo_ev": -9.7,
  "largest_force_ha_per_bohr": 0.006,
  "gap_ev": 10.829,
  "smiles": "C[C@H]1CCOC1",
  "energy_ha": -271.73609,
  "total_charge": 0,
  "de_lowest_kj_mol": 43.4
}

Record 20
{
  "formula": "C5H10O",
  "method": "the ωB97M-V functional and the def2-TZVPD basis",
  "symbols": ["C", "C", "C", "O", "C", "C", "H", "H", "H", "H", "H", "H", "H", "H", "H", "H"],
  "positions_angstrom": [[0.87, -0.29, -1.37], [0.22, 0.72, -0.44], [-1.30, 0.88, -0.64], [-1.59, 0.20, 0.58], [-0.21, 0.26, 0.98], [0.30, -1.04, 1.56], [1.85, -0.65, -1.02], [1.03, 0.18, -2.35], [0.23, -1.17, -1.54], [0.79, 1.66, -0.46], [-1.71, 0.35, -1.51], [-1.65, 1.92, -0.65], [-0.08, 1.08, 1.70], [-0.38, -1.37, 2.36], [1.29, -0.90, 2.00], [0.35, -1.83, 0.80]],
  "e_homo_ev": -9.5,
  "largest_force_ha_per_bohr": 0.009,
  "gap_ev": 10.654,
  "energy_ha": -271.71249,
  "total_charge": 0,
  "de_lowest_kj_mol": 105.4
}